1.
Molecular formula: C16H64O16
Method: DFT, the ωB97M-V functional and the def2-TZVPD basis

XYZ file:
```
96
Properties=species:S:1:pos:R:3:forces:R:3:mulliken_charge:R:1
C 4.794 -10.661 2.677 2.3 -1.1 0.6 -0.629
O 6.248 -11.006 2.665 -1.5 0.5 0.5 -0.553
H 4.255 -11.234 1.949 -0.2 -0.1 -0.5 0.317
H 4.393 -10.868 3.654 -0.1 -0.1 0.4 0.253
H 4.821 -9.628 2.506 -0.6 1.4 -0.4 0.252
H 6.334 -11.779 2.124 0.1 -0.9 -0.6 0.270
C 15.219 -15.580 6.866 -0.1 2.6 -0.1 -0.051
O 16.209 -15.906 5.909 -0.8 -2.4 0.1 -0.631
H 15.479 -15.918 7.854 0.4 0.1 0.5 0.255
H 15.055 -14.436 6.846 0.3 -1.7 0.2 0.202
H 14.286 -16.039 6.633 -0.8 -0.3 -0.4 -0.204
H 15.799 -16.708 5.456 0.8 0.8 0.0 0.505
C 17.759 -17.507 1.021 1.2 0.9 -1.4 -0.027
O 18.133 -18.844 0.675 0.2 1.2 -0.9 -0.529
H 18.518 -17.080 1.707 -0.3 0.0 -0.4 0.272
H 17.766 -16.903 0.029 0.0 -0.9 1.7 0.244
H 16.802 -17.377 1.500 -0.6 -0.3 0.0 -0.239
H 17.737 -19.468 1.249 -0.7 -0.8 1.0 0.299
C 11.672 -19.988 3.437 -0.7 -1.0 2.3 -0.591
O 10.850 -18.823 3.574 0.1 0.0 -0.6 -0.077
H 12.547 -19.841 2.795 -0.4 0.0 0.1 0.036
H 11.975 -20.297 4.516 0.1 0.4 -1.7 0.218
H 10.980 -20.816 3.148 0.8 0.7 -0.3 0.333
H 11.418 -18.046 3.579 0.3 0.0 0.1 -0.150
C 18.023 -13.721 3.877 -0.3 0.4 -1.6 -0.768
O 16.775 -14.276 4.195 -0.2 0.4 -1.0 -0.469
H 18.663 -13.751 4.721 0.9 0.0 0.8 0.326
H 18.510 -14.195 2.994 -0.2 -0.1 0.6 0.227
H 17.890 -12.672 3.557 -0.1 -0.3 0.4 0.247
H 16.798 -15.008 4.857 0.0 0.4 0.1 0.423
C 13.976 -13.914 2.320 -0.4 0.3 0.0 -0.670
O 14.582 -15.123 2.750 0.0 0.0 0.2 -0.235
H 14.695 -13.107 2.580 -1.0 0.0 -0.2 0.293
H 13.856 -13.963 1.230 0.0 0.2 0.1 0.258
H 12.922 -13.761 2.747 1.7 0.0 -0.3 0.174
H 15.427 -14.844 3.171 -0.2 -0.4 0.1 0.268
C 9.707 -18.237 0.390 -0.1 1.5 1.2 -0.436
O 8.995 -17.837 1.592 0.6 -0.2 -0.7 -0.453
H 9.091 -17.830 -0.370 -0.4 0.2 -1.1 0.349
H 10.718 -17.769 0.296 -0.6 -0.4 0.3 -0.006
H 9.743 -19.295 0.286 0.2 -0.9 0.0 0.267
H 9.536 -18.135 2.329 0.1 -0.3 0.4 0.241
C 7.260 -14.308 2.565 0.3 -1.3 1.4 -0.238
O 6.419 -14.053 1.457 0.9 1.6 0.0 -0.576
H 6.851 -13.909 3.548 0.6 0.1 -1.2 0.152
H 7.333 -15.403 2.768 0.1 0.6 -0.3 0.208
H 8.302 -13.968 2.351 -1.0 0.1 0.2 0.165
H 5.803 -14.746 1.327 -0.8 -1.0 0.0 0.308
C 7.893 -10.205 5.381 -0.2 -1.3 -0.1 -0.749
O 7.850 -11.581 4.926 0.1 1.3 0.8 -0.494
H 7.865 -9.488 4.591 0.5 0.3 -0.9 0.310
H 7.062 -9.923 5.991 -0.8 -0.3 0.7 0.287
H 8.776 -10.163 5.954 1.1 0.6 0.6 0.293
H 7.288 -11.521 4.165 -0.8 -0.4 -1.1 0.341
C 11.049 -15.608 3.353 -1.3 1.0 -0.7 0.509
O 10.769 -15.894 4.729 0.7 -0.6 -1.1 -0.137
H 10.528 -14.698 2.975 -0.3 -0.6 0.6 0.305
H 12.049 -15.334 3.118 1.2 -0.5 0.6 -0.573
H 10.744 -16.426 2.697 -0.1 0.0 0.2 -0.107
H 10.246 -15.184 5.099 -0.3 0.9 0.1 0.245
C 15.370 -19.228 4.471 -1.0 0.3 -1.4 -0.556
O 14.731 -17.941 4.603 1.7 0.1 -0.7 -0.298
H 15.467 -19.654 5.475 0.6 -0.3 -0.4 0.303
H 14.754 -19.887 3.802 0.2 0.3 0.9 0.126
H 16.290 -19.113 3.826 -0.6 0.2 1.4 0.182
H 13.967 -17.930 5.183 -0.8 -0.5 0.4 0.426
C 7.182 -18.498 4.914 0.4 0.4 -1.1 -0.569
O 8.193 -17.932 5.769 0.8 0.1 -1.3 -0.490
H 7.349 -18.331 3.795 0.0 0.1 1.4 0.132
H 7.234 -19.551 5.065 -0.4 -1.1 0.0 0.301
H 6.160 -18.153 5.160 0.8 0.1 0.2 0.281
H 9.069 -18.102 5.313 -1.5 0.4 0.7 0.267
C 11.376 -18.315 6.585 0.3 1.3 1.1 -0.360
O 12.440 -17.481 6.050 -1.0 0.1 0.1 -0.658
H 11.716 -18.920 7.446 0.2 0.4 -0.5 0.347
H 10.552 -17.653 6.970 0.6 -0.7 -0.4 0.130
H 11.041 -18.940 5.791 -0.6 -0.6 -0.3 -0.038
H 11.925 -16.785 5.538 0.7 -0.5 0.5 0.390
C 8.636 -14.309 6.615 -0.1 0.5 0.6 -0.614
O 9.408 -13.668 5.602 0.5 -2.0 0.4 -0.534
H 8.964 -15.322 6.779 0.3 -0.6 -0.5 0.214
H 8.882 -13.833 7.572 -0.7 0.2 0.0 0.278
H 7.546 -14.381 6.405 0.7 0.4 0.1 0.232
H 9.014 -12.838 5.375 -0.8 1.1 -0.4 0.325
C 13.642 -10.707 9.392 0.8 -1.1 0.2 -0.360
O 13.452 -9.639 8.483 -1.1 1.0 0.6 -0.497
H 13.672 -10.488 10.536 -0.1 0.0 -2.1 0.229
H 12.946 -11.582 9.190 0.5 1.1 0.4 0.171
H 14.651 -11.008 9.031 -0.5 -0.4 1.0 0.171
H 12.716 -9.055 8.744 0.4 -0.6 -0.1 0.288
C 13.629 -17.655 0.467 0.0 -0.3 -0.1 -0.928
O 13.762 -17.719 1.895 -0.3 0.1 -1.1 0.088
H 13.041 -16.810 0.095 0.1 0.4 0.4 0.329
H 14.622 -17.613 -0.023 -0.4 -0.2 0.1 0.223
H 13.050 -18.520 0.097 0.6 0.0 0.4 0.323
H 14.122 -16.855 2.163 0.0 0.0 0.4 0.091
```
Positions in Å, forces in eV/Å.

- energy (eV) = -50382.707
- relative energy (zero: lowest compared OMol25 entry of this formula, charge and spin) (kcal per mole) = 148.94
- LUMO (eV) = 0.514
- largest force on an atom (hartree/bohr) = 0.0514
- frontier orbital gap (eV) = 10.40

---

2.
Molecular formula: H5NS2
Method: DFT, the ωB97M-V functional and the def2-TZVPD basis

XYZ file:
```
8
Properties=species:S:1:pos:R:3:forces:R:3:mulliken_charge:R:1
N -0.444 -1.342 -0.694 0.2 -0.2 0.4 -0.666
H 0.111 -1.487 -1.522 0.3 0.1 -0.2 0.226
H 0.092 -1.746 0.078 -0.1 0.2 -0.3 0.238
H -1.233 -1.953 -0.825 -0.4 -0.1 0.1 0.227
S 0.385 2.463 1.542 0.2 -0.1 -0.2 -0.204
S 1.236 1.645 -0.251 -0.1 0.5 1.4 -0.175
H -0.230 1.372 2.087 0.5 0.2 -0.4 0.160
H 0.082 1.049 -0.415 -0.6 -0.6 -0.8 0.193
```
Positions in Å, forces in eV/Å.

- energy (eV) = -23241.384
- relative energy (zero: lowest compared OMol25 entry of this formula, charge and spin) (kcal per mole) = 5.38
- LUMO (eV) = 0.213
- largest force on an atom (hartree/bohr) = 0.0294
- frontier orbital gap (eV) = 8.89

---

3.
Molecular formula: C30H39Br12N3O6
Method: DFT, the ωB97M-V functional and the def2-TZVPD basis

XYZ file:
```
90
Properties=species:S:1:pos:R:3:forces:R:3:mulliken_charge:R:1
Br -11.449 -12.064 1.267 -0.8 -1.3 -1.5 -0.072
C -10.950 -10.888 2.608 -1.1 2.5 0.2 -0.398
C -10.941 -11.528 3.933 2.5 -2.3 1.0 -0.675
Br -12.547 -12.366 4.685 0.4 0.6 -0.5 -0.131
H -11.587 -9.973 2.543 0.4 -0.8 0.1 0.308
H -9.952 -10.610 2.321 0.5 0.3 0.3 0.310
H -10.389 -10.979 4.704 -0.8 0.5 -0.1 0.404
H -10.201 -12.374 3.779 -1.1 0.4 0.4 0.281
Br -19.068 -14.014 7.361 0.0 0.5 -0.1 -0.143
C -19.002 -15.472 8.620 -0.2 -1.1 -1.1 -0.481
C -20.227 -16.331 8.348 1.0 -1.1 -0.9 -0.620
Br -20.426 -17.857 9.531 0.2 0.0 0.5 -0.152
H -18.957 -15.126 9.613 0.0 0.7 1.1 0.384
H -18.067 -15.967 8.368 -0.2 -0.3 0.2 0.315
H -20.108 -16.846 7.376 -0.3 0.7 0.4 0.313
H -21.152 -15.805 8.420 -0.4 0.5 -0.1 0.385
Br -11.231 -16.106 -0.073 -0.2 0.2 0.3 -0.143
C -11.737 -16.887 1.629 1.6 -1.7 0.9 -0.303
C -11.807 -15.945 2.814 1.4 -1.0 0.3 -0.281
Br -12.261 -17.017 4.434 0.1 0.4 -0.7 -0.169
H -10.941 -17.642 1.858 -0.5 0.8 -0.4 0.422
H -12.603 -17.522 1.501 -0.6 0.4 -0.2 0.124
H -12.541 -15.218 2.701 -1.4 1.3 0.0 0.004
H -10.847 -15.450 3.056 -0.5 -0.4 -0.3 0.402
Br -16.705 -15.141 -5.009 -0.3 -0.2 -0.1 -0.151
C -16.098 -16.696 -4.018 -0.5 -0.3 -0.2 -0.365
C -15.278 -16.226 -2.862 2.2 -1.7 0.8 -0.140
Br -13.589 -15.418 -3.457 0.2 0.1 -0.2 -0.146
H -15.581 -17.365 -4.714 0.3 0.5 0.2 0.495
H -16.961 -17.300 -3.709 -0.1 0.5 0.2 0.150
H -14.856 -17.107 -2.258 -1.1 1.2 -0.6 -0.025
H -15.649 -15.433 -2.236 -0.8 -0.2 0.2 0.178
Br -12.652 -19.600 -1.832 0.0 0.3 0.2 -0.168
C -13.539 -20.723 -0.519 0.9 -0.7 1.4 -0.072
C -14.048 -21.944 -1.273 -1.1 1.0 0.7 -0.638
Br -15.462 -22.790 -0.231 0.0 -0.3 0.3 -0.194
H -14.333 -20.160 0.002 0.3 -0.1 -0.7 -0.060
H -12.767 -21.007 0.287 -1.1 0.4 -1.4 0.360
H -13.320 -22.676 -1.503 0.8 -0.6 0.0 0.476
H -14.575 -21.664 -2.164 0.0 0.3 -0.4 0.341
Br -20.054 -20.206 2.409 -0.7 -0.2 1.0 -0.141
C -19.349 -19.056 1.062 3.6 -0.5 1.1 -0.092
C -18.303 -20.020 0.389 -0.3 0.5 0.6 0.011
Br -17.387 -19.101 -1.074 -0.1 -0.2 0.1 -0.149
H -18.728 -18.247 1.571 -1.1 -0.9 -0.6 0.041
H -20.166 -18.639 0.553 -0.7 0.2 -1.2 0.226
H -18.719 -20.950 0.007 -0.3 0.3 -0.3 0.520
H -17.563 -20.356 1.161 -0.4 0.8 -0.8 -0.416
C -19.796 -15.219 0.532 -0.8 -0.1 0.5 -0.410
C -19.126 -15.443 -0.660 0.4 -0.8 -0.5 -0.128
C -19.635 -16.229 -1.707 -1.4 0.2 2.2 -0.719
C -20.863 -16.837 -1.468 1.0 0.3 0.3 0.097
C -21.528 -16.721 -0.247 0.6 1.6 -0.2 -0.583
C -21.068 -15.843 0.723 1.3 0.7 0.8 -0.434
N -21.383 -17.781 -2.447 1.4 0.5 -1.2 1.067
O -20.798 -17.881 -3.529 -0.5 0.2 0.9 -0.618
O -22.332 -18.417 -2.111 -1.4 -1.1 0.1 -0.608
H -19.329 -14.595 1.339 -0.6 -0.7 -0.9 0.331
H -18.090 -15.207 -0.798 0.4 0.8 0.2 0.394
H -19.067 -16.425 -2.565 0.5 -0.2 -1.1 0.736
H -22.441 -17.195 -0.093 -1.3 -0.9 0.1 0.544
H -21.603 -15.665 1.695 0.4 -0.4 -1.3 0.332
C -16.195 -20.504 5.357 -0.4 -0.8 -2.1 -0.759
C -16.157 -21.109 4.100 1.5 -2.4 -0.2 0.223
C -15.464 -22.382 3.950 0.2 2.0 0.9 -0.553
C -14.948 -22.907 5.122 -2.0 -1.1 0.6 0.247
C -15.365 -22.468 6.381 2.1 -0.8 0.4 -0.573
C -15.869 -21.211 6.476 -0.2 0.1 0.9 -0.319
N -14.306 -24.237 5.089 1.3 0.0 1.3 1.010
O -13.916 -24.631 4.014 -0.2 -0.3 -0.1 -0.601
O -14.083 -24.803 6.172 -0.5 0.5 -1.6 -0.611
H -16.515 -19.506 5.388 -0.7 1.2 0.3 0.580
H -16.614 -20.696 3.221 0.1 0.5 -0.1 0.168
H -15.133 -22.881 3.042 -0.7 0.4 -0.2 0.400
H -15.023 -23.039 7.266 -0.5 0.4 -0.7 0.341
H -16.032 -20.795 7.445 -0.1 0.3 0.5 0.425
C -15.252 -13.035 1.240 -1.3 1.1 1.8 -0.857
C -14.500 -13.885 0.501 1.5 -0.1 -1.9 -1.259
C -14.669 -15.233 0.581 -2.4 -0.9 2.0 -0.443
C -15.636 -15.664 1.505 0.5 -2.3 -0.1 0.171
C -16.440 -14.874 2.263 -1.3 0.3 1.0 -0.399
C -16.278 -13.525 2.070 0.6 1.5 -0.5 -0.724
N -15.822 -17.180 1.710 1.2 0.8 -1.4 1.238
O -16.493 -17.586 2.624 -0.3 0.0 0.2 -0.637
O -15.246 -17.888 0.891 -0.2 0.2 0.7 -0.514
H -15.046 -11.964 1.353 -0.1 -0.4 -0.7 0.377
H -13.799 -13.557 -0.258 0.2 0.4 0.3 0.777
H -14.196 -16.002 0.050 1.0 -0.5 -0.9 1.106
H -17.182 -15.265 2.996 0.7 0.1 -0.9 0.587
H -16.915 -12.759 2.499 0.0 -0.4 0.5 0.475
```
Positions in Å, forces in eV/Å.

- energy (eV) = -888998.535
- relative energy (zero: lowest compared OMol25 entry of this formula, charge and spin) (kcal per mole) = 32.58
- LUMO (eV) = -0.846
- largest force on an atom (hartree/bohr) = 0.0749
- frontier orbital gap (eV) = 8.96

---

4.
Molecular formula: C25H24BrCaNO2
Method: DFT, the ωB97M-V functional and the def2-TZVPD basis

XYZ file:
```
54
Properties=species:S:1:pos:R:3:forces:R:3:mulliken_charge:R:1
C 1.004 2.031 -0.883 0.2 -0.3 -0.4 -0.309
C 2.293 1.456 -1.055 -0.3 0.0 -0.6 -0.781
C 2.260 0.625 -2.214 -0.5 0.4 0.2 -0.410
H 3.161 1.626 -0.422 -0.2 -0.1 -0.1 0.368
C 0.928 0.656 -2.732 0.3 0.6 0.2 -0.772
C 0.161 1.548 -1.920 0.5 -0.2 -0.1 -0.352
H -0.864 1.867 -2.097 0.2 -0.3 0.2 0.318
H 0.717 2.745 -0.115 0.0 -0.4 -0.1 0.416
H 3.106 0.095 -2.652 -0.3 0.0 0.2 0.333
H 0.593 0.150 -3.635 0.0 0.1 0.2 0.334
Ca 0.788 -0.794 -0.420 -0.8 0.8 0.2 0.971
Br 2.558 -1.143 1.571 0.7 -0.2 0.4 -0.735
C -1.960 -0.576 1.940 0.3 0.7 -0.1 0.060
C -2.598 0.306 1.017 0.6 0.2 0.3 -0.870
C -1.915 1.557 1.061 0.0 -0.6 0.5 -0.478
H -3.466 0.076 0.407 0.1 0.0 0.0 0.324
C -0.865 1.453 2.014 -0.5 -0.6 -0.1 -0.703
C -0.887 0.137 2.557 -0.5 0.1 -0.5 -0.635
H -0.212 -0.253 3.315 -0.1 0.0 -0.2 0.383
H -2.239 -1.604 2.149 0.0 0.1 -0.1 0.291
H -2.149 2.432 0.463 0.0 -0.1 0.0 0.443
H -0.163 2.234 2.282 0.0 -0.1 -0.1 0.403
C -2.001 -4.743 3.392 -0.3 0.1 0.1 -1.657
C -0.558 -4.707 2.963 0.3 0.0 0.3 1.205
C 0.389 -4.242 3.874 0.1 0.1 0.2 -0.953
C 1.738 -4.148 3.539 -0.3 -0.3 -0.2 -0.676
C 2.136 -4.526 2.273 -0.5 -0.1 -0.1 -1.065
C 1.187 -4.960 1.324 -0.5 0.1 0.7 0.431
N 1.704 -5.166 0.062 0.8 -0.4 -0.5 0.248
C 1.107 -5.657 -1.120 0.3 -0.2 -0.6 -0.991
C 1.355 -6.978 -1.533 -0.3 0.5 0.2 -0.300
C 0.856 -7.425 -2.752 0.1 0.4 -0.4 -0.587
C 0.173 -6.527 -3.582 -0.2 0.3 0.1 -0.436
C -0.053 -5.196 -3.189 0.0 -0.3 0.2 -0.534
C 0.431 -4.755 -1.962 0.1 -0.3 0.4 0.850
C 0.391 -3.314 -1.484 0.0 1.6 0.7 1.070
O 1.381 -2.590 -1.848 -1.1 -1.1 0.1 -0.869
O -0.537 -2.894 -0.711 1.2 -0.8 -1.3 -0.758
C -0.182 -5.119 1.677 1.0 0.3 0.2 1.259
C -1.255 -5.636 0.769 -0.6 -0.1 -0.3 -1.606
H -2.616 -4.052 2.794 0.2 -0.2 0.1 0.275
H -2.446 -5.743 3.290 0.1 0.1 0.0 0.383
H -2.096 -4.443 4.443 0.0 0.0 -0.2 0.372
H 0.055 -3.941 4.864 0.0 0.0 -0.1 0.224
H 2.476 -3.767 4.237 -0.2 0.0 0.0 0.335
H 3.174 -4.433 1.956 -0.2 0.1 0.1 0.327
H 2.697 -4.970 -0.032 -0.5 0.0 0.1 0.242
H 1.943 -7.629 -0.881 -0.3 0.2 -0.2 0.416
H 1.052 -8.446 -3.088 -0.1 0.3 0.1 0.356
H -0.174 -6.845 -4.566 0.0 0.0 0.2 0.358
H -0.601 -4.478 -3.809 0.3 -0.4 0.0 0.443
H -1.908 -4.813 0.436 0.3 -0.2 0.0 0.186
H -0.894 -6.156 -0.122 -0.1 0.2 0.3 0.303
H -1.894 -6.344 1.319 0.2 0.1 -0.1 0.549
```
Positions in Å, forces in eV/Å.

- energy (eV) = -120385.141
- LUMO (eV) = 4.419
- largest force on an atom (hartree/bohr) = 0.0383
- charge = -2
- frontier orbital gap (eV) = 4.89